C3H4Cl2NO2P | wB97M-V/def2-TZVPD

The value obtained for the electronic energy is -1583.6616 hartree. As for the frontier orbital gap: 9.674 eV.

Each line ends with the natural charge from an NBO analysis.
CARTESIAN COORDINATES (ANGSTROEM)
C: 1.28967 -1.06141 -0.21394  0.017
C: 1.49776 0.42569 -0.28688  -0.131
C: -0.44532 0.33024 1.01148  -0.100
N: 0.25351 -1.51837 0.31416  -0.386
O: -1.12555 0.12491 -1.63870  -1.053
O: 0.64559 1.00894 0.71942  -0.488
P: -1.67408 0.17916 -0.26578  1.718
Cl: -2.92032 1.61871 0.05529  -0.221
Cl: -2.71018 -1.41522 0.18765  -0.211
H: 2.09597 -1.62459 -0.58519  0.208
H: 2.44937 0.79872 -0.10508  0.203
H: 1.17269 0.91611 -1.20710  0.231
H: -0.52910 0.21711 2.01467  0.213